[1]
{"formula": "C3H10SSi", "method": "wB97M-V/def2-TZVPD", "relative_energy_kj_mol": 312.78, "gap_ha": [0.2561, 0.2486], "e_homo_ev": [-7.32, -7.12], "symbols": ["S", "Si", "C", "C", "C", "H", "H", "H", "H", "H", "H", "H", "H", "H", "H"], "positions_angstrom": [[-0.170, 2.807, 0.139], [0.688, -0.500, -1.482], [-0.552, 1.100, 0.638], [0.229, 0.662, 1.823], [-0.343, -2.040, -0.855], [0.186, 1.325, 2.637], [-1.664, 1.086, 0.926], [0.232, -0.438, 2.043], [-0.395, -2.649, -1.786], [-1.273, -1.626, -0.523], [2.162, -0.748, -1.220], [0.177, 0.284, -2.711], [-0.773, 2.704, -1.042], [0.216, -2.637, -0.167], [1.280, 0.670, 1.578]]}

[2]
{"formula": "C3H11AsNO", "method": "wB97M-V/def2-TZVPD", "relative_energy_kj_mol": 137.35, "total_charge": -1, "gap_ha": 0.2603, "e_homo_ev": -3.19, "symbols": ["As", "O", "N", "C", "C", "C", "H", "H", "H", "H", "H", "H", "H", "H", "H", "H", "H"], "positions_angstrom": [[-0.251, 1.711, 0.110], [-1.729, -1.547, 1.216], [0.134, 0.011, 0.846], [1.595, -0.364, 0.739], [-0.794, -1.074, 0.349], [-0.797, -1.751, -1.148], [-1.694, -1.339, -1.800], [1.174, 1.880, -0.504], [-0.902, -2.933, -1.017], [-1.688, 1.595, 0.736], [0.239, 2.347, 1.471], [0.194, -1.517, -1.750], [1.922, -0.802, -0.296], [2.217, 0.622, 0.993], [-0.814, 1.135, -1.215], [1.811, -1.156, 1.599], [-0.614, 3.181, -0.328]]}

[3]
{"formula": "C3H11BN3O2", "method": "wB97M-V/def2-TZVPD", "relative_energy_kj_mol": 235.32, "total_charge": 1, "gap_ha": [0.2991, 0.2996], "e_homo_ev": [-11.62, -11.81], "symbols": ["O", "O", "N", "N", "N", "C", "C", "C", "B", "H", "H", "H", "H", "H", "H", "H", "H", "H", "H", "H"], "positions_angstrom": [[-1.529, 1.369, -0.065], [-3.615, 0.281, 0.129], [2.244, 1.449, -0.226], [0.796, 0.071, 0.859], [2.450, -0.847, -0.470], [1.830, 0.220, 0.016], [-1.553, -1.044, -0.642], [0.149, -1.168, 1.096], [-2.342, 0.240, -0.082], [1.856, 2.279, 0.232], [3.436, -0.899, -0.382], [-0.657, -1.091, 1.775], [-1.766, -2.053, -0.454], [0.148, 0.901, 0.888], [-4.122, 1.125, -0.026], [-1.819, 2.269, -0.044], [1.950, -1.698, -0.769], [2.979, 1.555, -0.944], [0.669, -1.995, 0.721], [-1.104, -0.966, -1.614]]}

[4]
{"formula": "C3H11BNO2", "method": "wB97M-V/def2-TZVPD", "relative_energy_kj_mol": 431.06, "total_charge": 1, "gap_ha": [0.3152, 0.2515], "e_homo_ev": [-14.53, -13.64], "symbols": ["O", "O", "N", "C", "C", "C", "B", "H", "H", "H", "H", "H", "H", "H", "H", "H", "H", "H"], "positions_angstrom": [[1.530, 2.484, -2.008], [0.594, 2.874, 0.203], [-0.478, 0.153, 0.810], [-0.462, -2.015, -0.568], [0.350, -0.938, 0.343], [-0.552, 1.513, -1.559], [0.667, 2.375, -0.967], [-0.032, 1.054, 1.016], [0.009, -2.950, -0.519], [-0.431, 0.608, -2.132], [-1.428, -2.001, -0.138], [0.652, -1.534, 1.271], [2.183, 3.116, -2.052], [-0.678, -1.733, -1.585], [-1.465, 2.119, -1.503], [1.192, -0.813, -0.308], [-1.428, -0.037, 0.956], [1.149, 3.656, 0.630]]}

[5]
{"formula": "C3H11BNO3", "method": "wB97M-V/def2-TZVPD", "total_charge": -1, "gap_ha": 0.0855, "e_homo_ev": -0.77, "symbols": ["O", "O", "O", "N", "C", "C", "C", "B", "H", "H", "H", "H", "H", "H", "H", "H", "H", "H", "H"], "positions_angstrom": [[-0.247, 3.944, -2.758], [1.388, -3.008, 1.252], [0.271, 1.551, -0.086], [0.265, -1.423, -0.253], [0.635, 2.369, -1.134], [-0.604, 3.156, -1.726], [-0.947, -2.207, 2.041], [0.277, -2.229, 1.032], [1.094, 1.864, -2.013], [1.389, 3.149, -0.898], [-0.571, -1.702, -0.769], [-1.370, 2.361, -1.949], [0.175, -0.380, -0.072], [-1.791, -1.618, 1.664], [-1.239, -3.260, 2.170], [-1.063, 3.674, -0.844], [-0.586, -1.774, 2.987], [1.799, -2.835, 2.110], [1.127, -1.630, -0.755]]}

[6]
{"formula": "C3H11BrSi2", "method": "wB97M-V/def2-TZVPD", "relative_energy_kj_mol": 162.02, "gap_ha": 0.3514, "e_homo_ev": -9.61, "symbols": ["Br", "Si", "Si", "C", "C", "C", "H", "H", "H", "H", "H", "H", "H", "H", "H", "H", "H"], "positions_angstrom": [[-3.759, 0.201, 0.064], [0.098, -0.095, 0.058], [-1.723, 1.178, -0.509], [1.470, 0.349, -1.156], [-0.013, -2.098, -0.183], [0.609, 0.454, 1.933], [-2.141, 1.526, -1.818], [0.134, -2.133, -1.282], [-1.827, 3.034, 0.474], [1.776, 1.370, -1.131], [0.875, -2.647, 0.143], [2.286, -0.381, -1.234], [-0.888, -2.752, 0.016], [1.546, 0.083, 2.338], [-0.214, 0.345, 2.639], [0.814, 1.548, 1.690], [0.956, 0.020, -2.041]]}

no.,strongest force on any atom (eV/Å)
1,3.4
2,7.8
3,4.3
4,6.6
5,2.8
6,4.2